Computed, not measured: a structure of composition C11H14N3O6S2, with ωB97M-V with the def2-TZVPD basis set.

Last column: Löwdin charge in e.
Cartesian coordinates (Å):
C -3.36 0.08 -1.76  0.11
C -2.20 0.30 -1.66  -0.18
C -0.75 0.40 -1.56  -0.24
S -0.09 0.09 0.10  0.50
O 1.30 0.50 0.00  -0.37
O -0.73 0.93 1.07  -0.33
N -0.07 -1.48 0.47  -0.29
S -1.51 -2.15 0.79  0.51
O -1.77 -3.16 -0.19  -0.30
O -2.60 -1.26 1.03  -0.29
N -1.28 -2.99 2.26  -0.05
C 0.08 -3.29 2.55  -0.52
C 0.78 -4.27 1.64  0.00
O 0.66 -2.84 3.49  0.11
C -1.97 -2.35 3.39  -0.47
C -1.62 -0.95 3.85  0.01
O -2.83 -2.95 3.94  0.13
H -4.35 -0.24 -1.58  0.03
H -0.48 1.43 -1.78  0.08
H -0.30 -0.27 -2.29  0.11
H 1.24 -3.71 0.83  0.08
H 1.57 -4.78 2.19  0.08
H 0.10 -5.00 1.20  0.08
H -1.50 -0.32 2.96  0.05
H -0.68 -0.92 4.39  0.08
H -2.46 -0.58 4.43  0.08
N 2.00 3.46 -2.08  0.02
C 1.32 4.14 -3.05  -0.15
C 2.24 4.63 -3.95  -0.13
C 3.52 4.21 -3.50  -0.13
C 3.34 3.49 -2.35  -0.14
H 1.58 3.00 -1.29  0.13
H 0.25 4.23 -3.02  0.10
H 2.02 5.21 -4.83  0.08
H 4.47 4.42 -3.97  0.08
H 4.04 3.00 -1.70  0.11

Highest occupied orbital energy   -0.231 Eh
HOMO-LUMO gap   0.3394 Eh
Largest force on an atom   3.0 eV/A
Net charge   -1
Spin multiplicity   1